{"formula": "C9H16O4", "method": "ωB97M-V with the def2-TZVPD basis set", "homo_energy_ev": -9.942, "e_above_lowest_kcal_mol": 205.5, "homo_lumo_gap_ev": 10.411, "smiles": "CCCCC[C@H](CC(=O)O)C(=O)O", "species": ["C", "C", "C", "C", "C", "C", "C", "C", "O", "O", "C", "O", "O", "H", "H", "H", "H", "H", "H", "H", "H", "H", "H", "H", "H", "H", "H", "H", "H"], "positions_angstrom": [[-0.462288, 3.067520, -1.496404], [0.154002, 2.192289, -0.416775], [-0.815571, 1.445002, 0.423870], [-0.327378, 0.747084, 1.536296], [-0.462529, -0.719700, 1.136781], [0.576934, -1.182485, 0.063096], [0.152214, -2.681807, -0.273260], [-1.077437, -2.986970, -0.473237], [-1.856984, -3.734813, -0.154885], [-1.542806, -2.132821, -1.505549], [2.042240, -0.952022, 0.425168], [2.484687, -1.464652, 1.445189], [2.792899, -0.239485, -0.327656], [0.181342, 3.656844, -2.207404], [-0.990337, 3.774047, -1.177604], [-0.994495, 2.526158, -2.165179], [0.975560, 2.983792, 0.080071], [0.922549, 1.530045, -0.795236], [-1.479005, 2.362882, 0.902927], [-1.467353, 1.038488, -0.064341], [-0.814235, 1.048843, 2.400375], [0.790504, 1.207467, 1.931248], [-0.093010, -1.149750, 2.258233], [-1.550510, -0.888397, 1.272310], [0.281180, -0.591611, -0.610612], [0.413089, -3.210726, 0.853858], [1.041993, -3.145985, -0.918424], [-2.565298, -2.421797, -1.893631], [3.690045, -0.077440, -0.249224]], "atomic_forces_ev_per_a": [[5.856, -3.474, -2.471], [3.825, 2.940, -0.472], [3.491, 11.757, 4.707], [4.806, -0.764, 1.320], [3.151, -0.725, 7.574], [-1.491, -3.988, 4.196], [15.041, 0.433, 6.345], [-6.988, 3.778, -7.526], [-4.184, -6.486, 4.243], [-3.519, 0.316, -2.557], [0.042, -2.774, 4.313], [-0.509, 0.207, -0.776], [-3.285, 1.687, -3.970], [0.537, -0.900, 0.935], [-4.874, 5.566, 3.382], [-2.145, -1.988, -1.956], [-2.488, -2.042, 0.006], [-0.078, -0.493, -0.725], [1.120, -1.698, -1.164], [-6.906, -5.153, -5.801], [-1.533, -0.414, 1.707], [-2.399, -1.792, -1.639], [-0.759, -0.028, -2.966], [0.640, -0.692, -1.652], [-1.481, 4.178, -6.448], [-0.491, 1.153, -3.008], [-2.583, 0.690, 0.819], [4.490, 0.920, 2.187], [2.713, -0.214, 1.397]], "mulliken_charge": [-1.86, 0.15, -1.11, -0.53, -1.00, 0.04, -0.17, 0.32, -0.49, -0.58, -0.11, -0.58, -0.38, 0.38, 0.58, 0.45, 0.23, 0.17, 0.38, 0.66, 0.49, 0.22, 0.19, 0.38, 0.83, 0.25, 0.36, 0.35, 0.37]}

{"formula": "C9H16O6Si", "method": "ωB97M-V with the def2-TZVPD basis set", "homo_energy_ev": -10.065, "e_above_lowest_kcal_mol": 16.9, "homo_lumo_gap_ev": 10.505, "species": ["O", "O", "O", "O", "O", "O", "C", "C", "C", "C", "C", "C", "C", "C", "C", "Si", "H", "H", "H", "H", "H", "H", "H", "H", "H", "H", "H", "H", "H", "H", "H", "H"], "positions_angstrom": [[1.274545, -1.912696, 1.691213], [-2.948780, 0.850810, 0.466629], [0.411193, 1.475527, -3.164657], [1.525176, 0.085204, 0.651349], [-0.723449, 1.168732, 1.137827], [-0.149234, 0.357465, -1.359710], [1.975212, -1.044564, 1.215535], [-2.056027, 1.508903, 0.983070], [0.364216, 1.457918, -1.959138], [3.467700, -1.115473, 1.368386], [-2.463649, 2.799905, 1.498775], [0.801066, 2.554483, -1.106691], [-0.675676, -2.241168, -2.004459], [-0.608269, -2.615121, -0.509852], [-1.113212, -1.585045, 0.482091], [-0.039607, 0.014481, 0.228069], [3.793028, -0.945557, 2.395569], [3.903596, -2.132188, 1.163400], [4.001873, -0.340014, 0.762421], [-2.495403, 3.519196, 0.687647], [-1.800506, 3.233487, 2.166513], [-3.429912, 2.570761, 1.952631], [-0.082487, 3.082426, -0.769408], [1.362912, 2.147089, -0.248503], [1.483170, 3.196447, -1.593422], [-0.320614, -3.081362, -2.632447], [-0.080105, -1.349122, -2.280227], [-1.658172, -2.058214, -2.321220], [0.517527, -2.777802, -0.315156], [-1.077948, -3.612965, -0.427957], [-2.171727, -1.297281, 0.317152], [-0.986435, -1.914264, 1.524574]], "atomic_forces_ev_per_a": [[0.584, 1.004, -0.499], [2.274, -0.072, 0.294], [0.020, 0.129, 0.657], [0.983, -0.437, 0.068], [-1.805, 1.582, 0.357], [0.234, 1.303, 0.180], [1.389, -1.623, 2.058], [-1.100, -1.414, -0.925], [-0.162, -0.821, -2.633], [1.737, 0.128, -0.878], [-0.707, 0.513, 0.062], [0.506, -0.199, 1.768], [1.575, -0.418, -0.247], [2.005, -1.061, -0.784], [0.549, 1.220, -0.335], [-3.582, -2.867, 0.126], [-0.527, 0.189, 0.182], [-0.828, 0.933, -0.169], [-0.516, -0.773, 0.334], [-0.590, -0.026, -0.326], [1.287, 0.577, 1.634], [-0.005, 0.802, -0.156], [-0.020, 0.282, 0.254], [-0.467, 0.395, -0.106], [0.379, 0.777, -0.871], [-0.056, 0.243, 0.447], [-0.420, -1.090, 0.125], [-1.607, 0.408, -0.375], [-1.699, -0.109, -0.065], [0.076, 0.473, 0.364], [0.654, -0.151, -0.055], [-0.161, 0.101, -0.486]], "mulliken_charge": [-0.47, -0.52, -0.58, -0.30, -0.27, 0.01, 0.68, 0.86, 0.82, -1.17, -1.27, -0.96, -1.12, -0.27, -0.79, 0.22, 0.31, 0.32, 0.30, 0.31, 0.38, 0.35, 0.19, 0.33, 0.35, 0.40, 0.24, 0.36, 0.05, 0.38, 0.49, 0.37]}

{"formula": "C9H17B2F3O13PPd", "method": "ωB97M-V with the def2-TZVPD basis set", "homo_energy_ev": [2.568, 2.705], "s2": 2.01, "charge": -3, "homo_lumo_gap_ev": [2.997, 2.860], "spin_multiplicity": 3, "species": ["Pd", "B", "H", "H", "H", "H", "B", "H", "H", "H", "H", "P", "O", "O", "O", "O", "C", "C", "O", "C", "O", "O", "F", "H", "H", "H", "C", "C", "O", "C", "O", "O", "F", "H", "H", "H", "C", "C", "O", "C", "O", "O", "F", "H", "H", "H"], "positions_angstrom": [[-0.875626, 0.626924, 0.039058], [-1.869642, -1.330436, -1.387530], [-2.477112, -0.313580, -1.134946], [-1.165514, -1.175511, -2.387972], [-1.127633, -1.660858, -0.480433], [-2.582235, -2.301203, -1.565387], [0.202475, 2.463410, 1.423376], [-0.551141, 1.794578, 2.075786], [-0.406907, 3.426905, 1.012764], [1.112680, 2.914074, 2.108236], [0.665430, 1.819961, 0.509550], [-3.343146, 0.710919, 1.421852], [-4.528415, 0.043911, 0.749686], [-2.129634, -0.317838, 1.526410], [-3.572202, 1.467760, 2.727699], [-2.624099, 1.720417, 0.372879], [-0.169398, -0.552707, 3.524141], [-1.399022, -0.350456, 4.390946], [-0.793217, -0.397239, 5.691850], [0.257936, -1.257292, 5.616344], [0.811361, -1.707804, 6.587455], [0.550179, -1.529653, 4.352745], [-2.294036, -1.377632, 4.332996], [0.287582, 0.431101, 3.641890], [-0.395703, -0.877706, 2.522309], [-1.926990, 0.581941, 4.178280], [0.166629, 2.960443, -4.950154], [1.126424, 1.796896, -5.163161], [0.968052, 1.009841, -4.034876], [0.041278, 1.550545, -3.164934], [-0.231954, 1.156729, -2.102979], [-0.511312, 2.659771, -3.752365], [2.415935, 2.258595, -5.242978], [-0.430729, 3.308293, -5.787053], [0.813836, 3.803055, -4.661449], [0.925216, 1.130679, -6.001231], [2.165037, -2.909426, -1.476637], [3.384328, -2.856974, -0.573875], [2.942592, -2.127931, 0.501413], [1.790889, -1.426334, 0.122508], [1.181389, -0.689054, 0.791395], [1.548436, -1.672846, -1.189345], [4.446763, -2.209390, -1.177714], [1.480216, -3.698307, -1.145652], [2.367609, -3.050724, -2.533917], [3.753389, -3.845825, -0.306968]], "atomic_forces_ev_per_a": [[-1.451, -0.643, 0.717], [0.646, -0.524, -0.464], [-0.139, 0.077, -0.095], [0.133, -0.078, -0.461], [0.363, -0.124, 0.142], [-0.456, -0.029, -0.026], [-0.358, 0.970, 0.601], [-0.024, 0.046, 0.379], [-0.063, 0.161, -0.241], [0.534, -0.298, 0.149], [0.557, -0.235, -0.685], [0.328, 0.644, -0.989], [-0.287, 0.214, 0.632], [0.342, -0.068, 0.761], [-0.152, -0.498, 0.192], [-0.686, 0.266, -0.034], [-1.273, 0.334, 1.306], [0.000, 0.252, -1.065], [0.087, -0.317, 0.374], [-0.650, 0.159, -0.044], [0.176, -0.029, 0.009], [0.636, 0.114, -0.061], [0.062, -0.282, 0.247], [0.663, -0.219, -0.801], [0.110, -0.130, -0.060], [-0.086, 0.031, 0.143], [1.425, 1.128, 1.067], [-0.946, -0.791, 0.207], [0.243, -0.031, 0.175], [-0.341, 0.612, 0.127], [0.687, 0.176, -0.671], [-0.604, -0.448, -0.471], [0.233, -0.008, -0.194], [-0.519, -0.583, 0.075], [0.014, 0.054, -0.495], [0.282, 0.315, -0.402], [-0.206, -0.072, 0.130], [-0.385, -0.625, -0.460], [-0.049, -0.123, 0.415], [-0.061, 0.457, -1.171], [0.552, -0.151, 0.760], [0.159, -0.173, 0.117], [0.197, 0.165, -0.170], [0.150, -0.133, -0.029], [0.111, 0.374, -0.038], [0.046, 0.062, 0.404]], "mulliken_charge": [0.25, 1.21, -0.19, -0.52, -0.47, -0.31, 1.68, -0.40, -0.48, -0.35, -0.54, 0.66, -0.86, -0.62, -0.87, -0.71, 0.20, 0.40, -0.41, 0.54, -0.68, -0.37, -0.33, 0.08, 0.13, 0.32, -0.44, 0.32, -0.28, 0.26, -0.13, -0.30, -0.31, 0.28, 0.26, 0.25, -0.60, 0.32, -0.33, 0.15, -0.35, 0.00, -0.33, 0.33, 0.30, 0.26]}

{"formula": "C9H17Br6Cl3O2Sr2", "method": "ωB97M-V with the def2-TZVPD basis set", "homo_energy_ev": -13.810, "e_above_lowest_kcal_mol": 25.8, "charge": 2, "homo_lumo_gap_ev": 5.106, "species": ["Sr", "Sr", "O", "C", "C", "O", "H", "H", "H", "H", "Br", "C", "C", "Br", "H", "H", "H", "H", "Br", "C", "C", "Br", "H", "H", "H", "H", "Br", "C", "C", "Br", "H", "H", "H", "H", "C", "Cl", "Cl", "Cl", "H"], "positions_angstrom": [[13.836233, -19.673497, -15.289964], [15.852846, -21.611520, -12.327872], [14.522740, -19.597747, -12.871652], [14.570216, -18.210230, -12.466856], [14.966727, -17.114187, -13.514714], [14.379154, -17.258630, -14.769200], [15.344251, -18.121149, -11.692463], [13.611180, -18.000291, -11.981692], [16.062967, -17.168764, -13.601957], [14.765353, -16.153955, -13.021757], [15.633584, -18.809112, -9.072168], [15.509993, -16.938658, -9.679717], [14.232362, -16.347232, -9.148016], [13.952596, -14.544823, -9.902614], [15.493147, -17.027058, -10.762130], [16.445255, -16.484338, -9.374595], [14.209233, -16.219640, -8.070723], [13.387484, -16.970817, -9.430942], [14.927864, -21.612808, -9.419737], [13.024549, -21.115055, -9.045831], [12.773771, -19.788164, -9.714157], [11.142137, -19.066803, -8.915326], [12.965608, -21.057175, -7.963714], [12.381866, -21.901023, -9.428290], [12.645247, -19.860645, -10.794155], [13.536848, -19.029160, -9.554559], [10.989393, -19.606189, -14.088405], [11.044060, -17.657398, -13.682067], [10.461753, -17.402994, -12.318768], [11.132715, -15.624632, -11.857502], [10.569135, -17.069675, -14.461797], [12.120119, -17.503663, -13.714694], [10.800424, -18.138130, -11.593998], [9.378386, -17.343835, -12.296196], [13.662001, -14.439922, -15.164893], [14.165152, -13.578240, -16.619703], [11.902553, -14.562044, -15.104162], [14.203531, -13.556698, -13.717768], [14.097485, -15.432492, -15.180948]], "atomic_forces_ev_per_a": [[-0.037, 2.790, 0.699], [-0.815, 1.677, 0.810], [1.140, -1.734, -1.319], [0.564, 0.235, 0.274], [0.027, -1.381, -0.033], [-0.607, -2.115, -0.088], [-0.426, -0.579, -0.549], [-0.138, 0.180, -0.154], [0.160, 0.019, -0.027], [-0.236, 0.045, -0.057], [1.554, 1.475, 0.215], [0.272, 0.146, 0.142], [-0.115, 0.541, -0.020], [0.298, -0.658, 0.230], [0.059, 0.589, 0.609], [-0.175, 0.302, 0.226], [0.191, -0.039, 0.026], [-0.171, 0.267, -0.146], [-0.281, -1.853, -0.100], [-0.171, 0.737, -0.337], [-0.764, 0.406, -0.169], [0.137, -0.166, -0.206], [0.251, -0.072, 0.035], [0.224, -0.163, 0.016], [-0.235, -0.254, 0.028], [-0.590, -0.598, 0.182], [-0.353, -0.277, -0.338], [0.490, 0.301, 0.267], [0.121, 0.261, -0.084], [-0.174, -0.527, 0.306], [-0.097, -0.422, -0.219], [-0.098, 0.392, 0.043], [0.073, 0.224, 0.151], [-0.009, -0.091, -0.127], [0.061, 0.771, -0.033], [0.016, -0.084, 0.010], [-0.130, -0.145, -0.282], [0.111, -0.150, -0.081], [-0.127, -0.049, 0.098]], "mulliken_charge": [1.42, 1.63, -0.94, 0.50, -0.27, -1.09, 0.13, -0.11, 0.38, 0.02, -0.09, -0.10, -0.06, -0.13, -0.19, 0.53, 0.41, -0.24, -0.38, -0.46, 0.85, -0.07, 0.46, 0.42, 0.07, -0.85, -0.36, 0.02, -0.19, -0.06, 0.50, -0.10, -0.03, 0.43, 0.72, -0.13, -0.14, -0.14, -0.37]}